The following is a DFT calculation (ωB97M-V/def2-TZVPD) of one molecule with the formula C4H5N3 at a distorted geometry.

Structure (SMILES): [H]/N=C1/NN=CC1=C
Calculated total energy, hartree: -319.58335
Energy above the lowest of the compared OMol25 structures with the same formula, charge and spin, kcal per mole: 80.9
Kohn-Sham gap, eV: 8.4

Each line ends with the Löwdin charge.
Cartesian coordinates (Å):
C 0.353 -1.385 -0.160  -0.196
N -0.796 -1.770 0.001  0.010
H 1.340 -1.957 0.071  0.144
N -1.582 1.579 -0.052  0.137
H 2.645 -0.069 0.189  0.125
H -2.517 -1.029 -0.163  0.138
H 1.732 1.702 0.314  0.075
C 1.682 0.639 -0.008  0.066
N -1.586 -0.749 0.108  0.005
C -0.901 0.554 -0.081  -0.348
C 0.512 0.054 -0.154  -0.264
H -0.883 2.431 -0.066  0.109

The following is a DFT calculation (ωB97M-V/def2-TZVPD) of C53H64BN7OS8W as an isolated structure.

Total charge: +2
Calculated total energy, hartree: -5793.62832
Energy above the lowest of the compared OMol25 structures with the same formula, charge and spin, kcal per mole: 33.7
Kohn-Sham gap, eV: 5.3

Each line ends with the Löwdin charge.
Cartesian coordinates (Å):
H -1.273 0.619 2.349  0.068
H 4.930 2.171 -1.858  0.085
H 4.868 2.659 -3.561  0.094
C -3.106 5.149 -1.277  -0.033
S -1.142 -1.531 0.714  0.699
C -3.388 -0.519 -2.303  0.095
C 4.506 -5.776 -1.848  0.014
H -2.931 -3.320 6.063  0.044
H -2.355 -4.831 5.352  0.031
C 3.196 -6.475 0.047  0.025
S 0.492 -1.053 -1.804  0.796
C -0.208 0.140 5.504  -0.061
C 0.137 3.960 2.250  -0.222
C 1.766 -4.945 1.360  0.001
S 1.652 1.745 1.752  0.843
H -4.423 6.393 0.708  0.100
C 2.432 -3.227 4.583  -0.007
H -2.504 7.653 -0.406  0.097
H 0.892 2.915 -6.183  0.097
H -4.170 4.741 1.278  0.082
H 2.012 4.321 3.215  0.092
C 3.155 -4.171 -0.656  -0.086
C -3.565 0.361 -1.215  -0.184
H 2.940 0.121 2.699  0.056
C -0.012 5.382 -3.922  -0.022
H -0.564 6.011 -4.621  0.100
H -1.339 2.362 -5.014  0.090
C -1.801 6.894 -0.063  -0.030
H -4.011 0.270 1.441  0.076
H 0.818 -4.570 0.986  0.045
C -4.813 -0.152 0.833  -0.030
C 4.466 -3.773 3.414  -0.059
S 2.961 0.382 -0.709  0.729
H 0.624 5.091 3.997  0.094
C -0.843 4.793 1.814  0.086
H 0.991 5.801 -3.810  0.094
C -1.711 -3.661 2.598  -0.916
S -1.621 -4.215 0.013  0.875
H 5.237 -3.909 -3.408  0.089
H -0.512 5.421 -2.955  0.062
C 2.717 -5.193 0.237  -0.139
H 5.665 -8.218 -0.963  0.101
C 4.562 -3.446 -2.692  -0.027
H 4.096 -8.883 -0.488  0.086
C 0.416 -0.627 2.857  -0.343
H -1.377 7.245 0.879  0.081
H 0.020 4.401 -6.551  0.097
S -1.727 -2.820 4.130  0.922
H 2.154 -4.199 2.045  0.060
H -6.997 0.177 -0.813  0.096
C -2.536 5.551 0.083  -0.535
C -1.548 4.521 0.612  -0.178
C 4.290 -2.667 2.592  -0.024
H 1.628 4.498 -5.863  0.083
H 2.791 3.509 -4.372  0.131
H 2.863 -7.261 0.713  0.128
H -3.508 6.030 -1.778  0.099
C -1.434 -3.129 1.396  -0.973
H 0.891 3.342 4.149  0.083
H -2.345 4.705 -1.912  0.047
H -1.451 -2.856 -3.226  0.083
O 1.937 -2.308 0.247  -0.291
C -4.906 0.568 -0.523  -0.538
W 1.069 -0.517 0.750  1.158
H 1.367 -1.188 6.079  0.124
N -1.320 0.647 -1.090  -0.073
H -4.251 -0.946 -2.796  0.127
C 2.961 2.218 -2.703  -0.225
C -1.369 3.358 -4.567  -0.040
H 1.584 -5.867 1.909  0.103
C -2.134 -0.918 -2.674  -0.230
H 5.192 -6.024 -2.649  0.131
C 0.864 3.128 -3.461  -0.175
S -2.171 -7.129 0.209  0.618
N 0.900 1.820 -1.586  -0.025
C -6.060 -0.026 -1.331  -0.050
H -1.076 5.689 2.375  0.132
C 0.959 4.198 3.475  -0.035
N -1.357 3.405 -0.045  0.195
H 5.024 -2.423 1.831  0.125
C -5.160 2.057 -0.295  -0.045
H 3.136 -2.144 -1.337  0.064
B -0.040 1.268 -0.437  -0.665
C 0.696 3.932 -5.836  -0.045
C 0.351 2.808 1.455  -0.535
H -3.911 4.428 -1.171  0.063
H 4.643 0.965 -3.104  0.090
H 3.816 -0.443 1.458  0.065
C 1.120 -1.162 3.952  -0.229
C 2.730 -2.828 -0.588  -0.175
C 4.065 -4.482 -1.715  -0.173
C 0.043 3.940 -4.450  -0.540
C 2.267 3.003 -3.572  0.091
H -6.069 2.189 0.294  0.097
H -0.427 0.443 6.519  0.116
C 4.591 -8.184 -1.158  -0.018
C -3.678 5.699 1.099  -0.025
S -2.073 -5.376 2.601  0.946
C -2.808 -3.868 5.130  -0.389
C -0.944 0.642 4.442  -0.082
C -1.081 -0.377 -1.916  -0.623
N 0.227 2.573 -2.463  0.198
C -0.657 0.233 3.152  -0.222
H -1.970 3.999 -5.213  0.096
H 5.330 -4.410 3.282  0.117
H 5.113 -2.647 -2.193  0.092
C 2.208 1.561 -1.695  -0.574
H -4.326 2.509 0.240  0.058
H -0.995 6.825 -0.795  0.087
C 4.436 1.997 -2.814  -0.047
H -5.754 -0.044 1.373  0.095
H -1.133 -1.617 -4.434  0.093
C 2.241 -2.114 3.770  -0.141
H -3.782 -3.996 4.664  0.046
C -1.952 -5.670 0.890  -1.497
H 4.442 -8.516 -2.186  0.098
C 4.084 -6.789 -0.980  -0.205
H -6.131 0.419 -2.326  0.096
C 3.538 -4.048 4.408  -0.053
H -5.294 2.576 -1.245  0.088
H 1.703 -3.451 5.352  0.124
C 3.185 -1.860 2.785  -0.248
N -0.436 2.543 0.418  0.009
N 2.990 -0.642 2.020  -0.076
H 3.745 -2.994 -3.257  0.094
C -1.865 -1.965 -3.705  -0.027
H -3.331 6.095 2.055  0.085
H -4.616 -1.219 0.699  0.089
H 3.675 -4.908 5.050  0.117
H -5.976 -1.109 -1.433  0.089
H -1.765 1.326 4.619  0.117
H -2.778 -2.242 -4.228  0.094
C 0.799 -0.776 5.254  -0.037
H -1.858 3.280 -3.599  0.059
N -2.536 0.980 -0.679  0.184

The following is a DFT calculation (ωB97M-V/def2-TZVPD) of one molecule with the formula C4H8N2O at a distorted geometry.

Structure (SMILES): N#C[C@@H](N)CCO
Calculated total energy, hartree: -341.94372
Energy above the lowest of the compared OMol25 structures with the same formula, charge and spin, kcal per mole: 37.6
Kohn-Sham gap, eV: 10.8

Each line ends with the Löwdin charge.
Cartesian coordinates (Å):
H -0.331 0.385 1.202  0.139
C -1.492 1.438 -0.159  -0.182
C 1.607 0.103 -0.339  -0.271
H -0.011 0.181 -1.763  0.124
C -0.851 0.175 0.255  -0.400
N -1.875 -0.859 0.382  0.041
O 1.858 -0.646 0.838  -0.069
H 2.705 -0.363 1.199  0.092
H 2.328 -0.143 -1.132  0.119
C 0.204 -0.258 -0.785  -0.145
H 0.142 -1.346 -0.889  0.119
H -1.422 -1.702 0.724  0.080
H -2.560 -0.589 1.082  0.080
N -1.981 2.439 -0.472  0.148
H 1.681 1.184 -0.143  0.125

The following is a DFT calculation (ωB97M-V/def2-TZVPD) of an isolated ion of composition C3H5ClN3O2S2 and charge -1 at a distorted geometry.

Total charge: -1
Calculated total energy, hartree: -1688.51000
Energy above the lowest of the compared OMol25 structures with the same formula, charge and spin, kcal per mole: 56.6
Kohn-Sham gap, eV: 7.4

Each line ends with the Löwdin charge.
Cartesian coordinates (Å):
H 2.703 -0.871 -0.506  0.085
N -1.008 -1.103 -0.507  -0.375
O 2.932 1.720 -0.870  -0.411
O 1.018 2.513 -2.189  -0.392
N -1.405 -0.252 0.424  -0.205
C 1.653 -0.844 -0.513  -0.459
C -2.076 -0.911 1.552  -0.069
H -2.816 -0.287 2.083  0.079
N 0.990 -1.544 0.263  0.122
S -0.510 -0.337 -1.876  0.846
H -2.540 -1.708 1.149  0.034
H -0.876 0.494 0.640  -0.032
H -1.360 -1.028 2.293  0.048
C 1.123 0.061 -1.496  -0.756
Cl 0.668 2.419 0.694  0.215
S 1.504 1.678 -1.140  0.271

The following is a DFT calculation (ωB97M-V/def2-TZVPD) of C17H40CoNOP3 as an isolated structure at a distorted geometry.

⟨S²⟩: 6.05
Total charge: +3
Calculated total energy, hartree: -3207.53493
Energy above the lowest of the compared OMol25 structures with the same formula, charge and spin, kcal per mole: 5.2
Kohn-Sham gap (alpha / beta), eV: 7.4 / 6.1
Multiplicity: 5

Each line ends with the Mulliken spin population.
Cartesian coordinates (Å):
H 2.859 2.301 2.792  -0.001
H -1.607 -3.272 1.181  0.000
C 0.036 2.066 2.407  -0.109
H -1.940 -2.462 -0.387  -0.002
P -2.052 0.388 0.851  0.045
C -0.657 2.755 -6.010  0.271
H -0.063 -0.536 -6.769  0.001
H 1.162 -2.517 -1.733  0.006
C -1.180 -2.989 0.207  0.003
H -0.899 -3.913 -0.324  0.002
N -0.586 -0.617 3.324  0.064
H -3.097 0.849 -1.301  0.001
C -0.352 0.326 -6.184  0.113
C -0.212 1.627 -6.707  0.023
O -0.524 -0.753 -3.920  0.135
H 0.268 1.789 -7.670  0.005
C -1.594 1.293 -4.320  0.089
H -0.445 3.769 -6.376  0.001
H 0.135 -1.207 3.738  -0.005
H 1.593 2.196 0.883  -0.011
H 0.742 2.093 3.245  -0.004
C -0.863 0.230 -4.856  0.287
C 2.878 -1.331 3.689  0.017
H -1.462 -1.151 3.349  -0.002
H -3.778 2.097 0.617  0.004
H 4.138 1.203 3.398  0.003
H -2.000 -0.559 -1.434  0.003
H -2.214 1.117 -3.448  0.024
C 1.004 -1.576 -1.178  0.058
H -0.724 0.169 3.955  -0.002
C 3.573 -0.156 1.102  0.010
H 4.557 0.082 1.533  0.000
H -3.205 -1.749 1.350  0.000
H 1.969 -1.057 -1.057  -0.004
P 2.337 -0.077 2.451  0.083
H -3.093 2.080 2.267  0.000
C -2.851 2.017 1.200  0.015
C 3.053 1.371 3.336  0.019
H 0.311 -0.935 -1.745  -0.029
H 2.466 -2.330 3.503  0.000
H -0.950 2.483 2.661  0.002
H -1.331 1.086 -1.350  0.002
H 3.320 0.607 0.352  0.001
H -0.105 2.592 0.291  -0.001
H 1.512 -4.084 0.559  0.001
C -1.383 2.573 -4.822  0.056
H 3.606 -1.140 0.618  0.000
H 1.132 -3.494 2.205  -0.001
H -2.190 2.846 0.932  0.000
H 2.637 1.432 4.350  0.000
H 2.509 -2.788 1.289  -0.001
H -3.641 -0.460 2.507  0.001
C -2.131 0.431 -0.977  0.026
C 0.515 2.136 1.077  0.195
P 0.320 -1.942 0.498  -0.050
C -3.432 -0.681 1.447  0.016
H -0.085 -1.538 -4.312  -0.010
H 3.977 -1.397 3.665  0.004
Co 0.081 -0.053 1.549  2.630
H 2.576 -1.005 4.698  0.000
H -4.347 -0.467 0.874  0.004
H -1.765 3.421 -4.278  0.004
C 1.490 -3.192 1.208  0.008